116
Properties=species:S:1:pos:R:3:forces:R:3 method="wB97M-V/def2-TZVPD" homo_ev=-9.279 relative_energy_kcal_mol=0.0 smiles="COC(=O)OC.C1CCOC1.C1CCOC1.C1CCOC1.C1CCOC1.C1CCOC1.C1CCOC1.C1CCOC1.C1CCOC1"
C -5.117001 -2.898131 0.191966 -0.2613 0.1449 -0.4190
O -4.137791 -2.812852 1.224571 -0.0359 -0.1774 0.3013
C -2.897596 -2.609782 0.792811 0.4789 0.2479 0.0845
O -2.578404 -2.374354 -0.338428 -0.0957 -0.3087 -0.1019
O -1.988221 -2.690440 1.774836 -0.2755 0.4531 -0.0943
C -2.413026 -2.543811 3.140649 0.5165 -0.4561 -0.0248
H -6.076316 -2.988743 0.688952 -0.0084 0.0207 0.0629
H -4.939255 -3.769160 -0.438688 0.0671 -0.0105 0.0847
H -5.089540 -2.009538 -0.438362 -0.0153 0.0103 0.0727
H -1.470050 -2.484408 3.680422 -0.1193 -0.0112 0.1694
H -2.958872 -3.432941 3.445732 -0.1395 0.0874 0.1324
H -2.982956 -1.636748 3.323632 -0.1329 0.0231 -0.2448
C 1.188306 -0.501502 0.609611 0.3540 0.7228 0.2844
C 0.671081 -1.177373 -0.654232 -0.4165 -0.2900 0.5442
C -0.435514 -0.227083 -1.113591 0.0113 0.0435 0.1849
O -0.811229 0.548157 0.023935 -0.1488 0.6030 0.4936
C -0.038177 0.219517 1.176608 0.1174 -0.2938 -0.5787
H 1.918432 0.280074 0.358335 0.0073 -0.1552 -0.0569
H 1.660526 -1.142594 1.354150 -0.0447 -0.2381 -0.1377
H 0.222166 -2.126925 -0.346612 0.0180 -0.0373 -0.3005
H 1.427501 -1.352729 -1.415568 0.0611 -0.0060 0.0057
H -1.334292 -0.755156 -1.419063 0.1374 -0.0932 -0.3258
H -0.103882 0.470237 -1.889384 0.0310 -0.1182 -0.0931
H -0.653900 -0.384065 1.852651 0.1865 -0.1359 0.0020
H 0.270376 1.127920 1.699327 -0.2161 0.1034 -0.0261
C -1.664449 4.402941 3.998308 -0.0292 0.0986 -0.2587
C -2.278838 4.541761 5.389050 -0.0304 0.0706 -0.1128
C -1.223348 3.923091 6.294099 0.3215 -0.0490 -0.1145
O -0.384234 3.115607 5.459926 0.3455 -0.2681 -0.1112
C -0.844055 3.112228 4.112357 -0.9635 0.5031 0.3481
H -0.977145 5.212056 3.740497 -0.1080 0.1355 0.2136
H -2.460417 4.401816 3.252202 0.2240 -0.2232 -0.1919
H -3.218641 3.985211 5.402439 0.0652 -0.0881 0.1665
H -2.511464 5.569779 5.662365 0.0448 0.0266 -0.0203
H -1.644946 3.307765 7.092004 -0.0045 -0.0111 -0.0339
H -0.568325 4.674761 6.742323 -0.1617 0.0690 0.0838
H -1.475872 2.229349 3.954719 0.1164 -0.0317 -0.1725
H -0.014513 3.126752 3.408785 0.2005 -0.2548 0.1670
C 5.018999 0.863741 -3.801245 -0.3734 0.1011 0.5219
C 4.949100 1.317108 -5.250218 0.4912 0.7036 0.1241
C 3.549446 1.912504 -5.282971 0.4244 -0.1431 -0.4542
O 2.776925 0.975878 -4.560010 -0.5880 0.1747 0.3155
C 3.591581 0.324449 -3.560688 0.5021 0.0059 -1.2703
H 5.152448 1.729017 -3.145357 0.1652 0.0059 -0.1029
H 5.818079 0.154038 -3.593759 -0.1235 -0.1430 0.0216
H 5.076811 0.485050 -5.942429 -0.2802 -0.0767 -0.0242
H 5.723786 2.050412 -5.489970 -0.0591 -0.0065 0.0333
H 3.174629 2.030627 -6.302458 -0.2546 -0.2757 0.1099
H 3.512655 2.910769 -4.827153 0.1494 -0.0913 0.1811
H 3.545279 -0.731834 -3.840429 -0.0732 -0.1179 0.5674
H 3.207094 0.535767 -2.564285 -0.0324 -0.1155 0.0511
C 0.588390 -4.997157 3.035900 0.0434 0.2445 0.3497
C 1.862913 -5.089896 2.205810 0.0346 0.1534 0.2888
C 2.821932 -4.242748 3.053590 0.2078 -0.5198 -0.6188
O 2.449375 -4.449942 4.401463 -0.1271 0.3718 0.3128
C 1.149672 -5.009448 4.463975 -0.4875 -0.6905 -0.3403
H -0.123678 -5.807059 2.885126 0.0132 0.0076 -0.1199
H 0.084476 -4.046267 2.847273 -0.0119 -0.0576 -0.1164
H 1.749985 -4.706532 1.193583 0.0234 -0.0734 -0.0406
H 2.221799 -6.120741 2.179069 -0.0272 0.0078 -0.1253
H 2.769676 -3.187966 2.760915 -0.0463 0.0666 0.2140
H 3.850325 -4.591485 2.941110 0.0638 0.2044 -0.0255
H 0.497335 -4.483054 5.162972 0.2353 0.2159 0.0805
H 1.224238 -6.050831 4.803925 0.0686 0.0905 0.1136
C 4.259576 -3.220580 0.011598 0.1267 -0.7735 0.4926
C 5.637955 -2.689024 0.417078 0.2886 0.2137 0.2625
C 6.476985 -2.890584 -0.862904 0.1690 0.3874 0.0767
O 5.683626 -3.664759 -1.743375 -0.0481 -0.2346 -0.1247
C 4.352604 -3.251516 -1.493912 -0.2242 0.6198 -0.5569
H 3.423053 -2.693737 0.458930 -0.0933 0.3088 -0.2295
H 4.169691 -4.263857 0.332387 0.0002 0.0708 0.0785
H 6.069586 -3.210280 1.272633 -0.1243 -0.1665 -0.0784
H 5.606844 -1.637948 0.712505 -0.0672 0.0108 -0.1859
H 7.426243 -3.399356 -0.707595 -0.0645 -0.1233 0.0418
H 6.701306 -1.915582 -1.321357 -0.0662 -0.0796 -0.0187
H 3.648107 -3.914133 -1.992802 0.1417 -0.2259 0.0671
H 4.210802 -2.252007 -1.937578 -0.0731 0.0344 0.1510
C -3.510434 1.252468 1.555588 0.7842 0.5182 -0.8849
C -4.795828 1.564703 2.285842 -0.4567 -0.2400 0.0346
C -5.089990 2.975508 1.789733 -0.2945 -0.0931 0.8200
O -4.835480 2.896530 0.413278 0.0610 0.2539 -0.1332
C -3.632454 2.139547 0.273538 -0.0939 -0.4821 0.1709
H -3.346218 0.217438 1.259977 -0.1308 -0.0822 0.2117
H -2.598466 1.612474 2.036610 -0.1936 -0.2632 0.4953
H -4.818294 1.435402 3.369157 0.3202 0.1471 0.0001
H -5.581509 0.916278 1.884011 -0.0330 0.0415 0.0607
H -4.452182 3.716867 2.298908 0.1619 -0.0700 -0.1611
H -6.117608 3.277230 1.996618 -0.0697 0.0043 -0.3896
H -2.764929 2.800434 0.202813 -0.0444 0.0439 -0.1445
H -3.716220 1.532662 -0.625854 0.0294 0.1461 -0.1228
C -4.075143 -0.831022 -5.653187 0.2083 0.5664 0.4283
C -2.900728 0.153734 -5.435817 -0.6510 -0.8983 -0.6924
C -2.952406 0.302324 -3.928867 -0.1562 0.5672 -0.3895
O -4.340499 0.254383 -3.577301 0.1287 -0.3484 0.1616
C -5.099625 -0.295234 -4.660144 0.1785 0.2569 -0.0404
H -3.741310 -1.815668 -5.321539 -0.1649 -0.1605 -0.2999
H -4.435548 -0.827598 -6.678383 -0.0118 -0.2664 -0.0278
H -3.120859 1.061590 -5.998718 0.1579 0.2233 0.2813
H -1.995472 -0.301177 -5.836165 0.2272 0.2599 0.2281
H -2.586113 1.278508 -3.611076 0.2248 -0.1497 0.2500
H -2.395318 -0.512974 -3.461719 -0.0390 0.0755 0.2089
H -5.687391 0.530260 -5.076236 -0.1027 -0.1833 -0.1705
H -5.775196 -1.068350 -4.291169 -0.0006 0.0519 0.1031
C 0.837216 3.719149 -0.190609 0.6207 -0.0697 0.4468
C 0.612088 4.270384 -1.581517 -0.1726 -0.3242 -0.7498
C 1.664185 3.471351 -2.346184 -0.1034 -0.2935 0.5404
O 2.811282 3.449010 -1.487193 0.1961 0.0422 -0.2723
C 2.374981 3.610608 -0.144091 -0.3696 0.5177 0.2120
H 0.417082 2.714263 -0.103244 -0.2650 0.1366 -0.0245
H 0.480557 4.349531 0.624500 -0.1653 -0.0610 -0.0476
H 0.797092 5.341082 -1.683325 0.1013 0.0077 0.2355
H -0.383111 4.068478 -1.983400 -0.0249 0.0109 0.1348
H 1.933170 3.872817 -3.319022 0.1235 0.0207 -0.0024
H 1.330690 2.430640 -2.443386 -0.1469 0.0966 -0.3776
H 2.791839 4.545743 0.249055 0.1269 -0.1081 -0.0026
H 2.722380 2.788903 0.485838 0.0389 -0.0853 -0.0959

***

16
Properties=species:S:1:pos:R:3:forces:R:3 method="wB97M-V/def2-TZVPD" homo_ev=-10.163 relative_energy_kcal_mol=21.0 smiles="C=CCO.O.O"
C -0.679707 0.843676 -1.946787 -1.8280 -0.2661 -1.1100
C -0.364136 -0.426556 -1.715746 1.1949 0.9420 1.0434
C -0.696083 -1.092589 -0.399113 -0.1491 -0.7492 -1.2865
O 0.435768 -1.697969 0.181678 -0.0853 0.4177 0.1127
H -0.500811 1.314315 -2.906494 0.4213 0.0441 0.0556
H -1.547223 1.261176 -1.427104 0.5526 0.2650 0.4354
H 0.368062 -0.895045 -2.358479 -0.0368 -0.4147 -0.0217
H -1.199423 -0.365702 0.235525 0.0124 0.0020 0.2241
H -1.395039 -1.890461 -0.644931 -0.3336 -0.1785 0.2300
H 0.662413 -1.151876 0.954900 0.1433 -0.2485 0.1046
O 0.763663 1.926303 0.528831 0.1877 -0.3022 0.2763
H 0.621931 2.863158 0.680449 -0.0967 0.0278 -0.3319
H 0.477280 1.670263 -0.364941 0.0176 0.2983 0.2035
O 0.389225 -0.106376 2.468091 0.7016 -0.4815 0.2716
H -0.560297 -0.229424 2.510622 -0.0772 0.4668 -0.1309
H 0.638011 0.681757 1.958855 -0.6249 0.1769 -0.0762

***

105
Properties=species:S:1:pos:R:3:forces:R:3 method="wB97M-V/def2-TZVPD" homo_ev="-4.350 / -7.999" spin_multiplicity=2
Y -6.033982 -2.020950 27.541836 -4.2365 -1.3923 0.4597
C -8.893494 -4.738165 26.282992 0.2049 0.3467 -0.5874
C -8.739725 -3.393176 25.548841 -0.2248 0.2677 0.6228
O -7.693601 -2.600676 25.985449 2.1783 0.6090 1.4742
H -8.776932 -4.657626 27.363745 0.2891 0.2814 -0.1265
H -8.138440 -5.400426 25.859428 -0.0309 -0.3633 0.3898
H -9.889595 -5.157821 26.142320 -0.0414 -0.1164 -0.3542
H -9.679113 -2.852328 25.663465 -0.4555 0.3306 0.1847
H -8.654518 -3.522611 24.469917 0.0527 -0.5013 -0.2934
C -9.847627 -1.815708 29.593569 0.2540 0.9005 -0.2068
C -8.510643 -1.369824 30.177550 0.1828 0.1979 -0.0423
O -7.393603 -1.770112 29.504839 1.5207 -0.7464 -1.2291
H -9.888948 -2.881528 29.369041 -0.0429 0.0670 -0.0165
H -10.001537 -1.203544 28.704939 -0.0793 -0.4691 -0.4988
H -10.651723 -1.490642 30.253764 -0.1879 -0.3324 0.2994
H -8.501999 -1.638228 31.233959 0.2354 -0.6336 0.6751
H -8.521137 -0.282523 30.253454 -0.3186 0.8155 -0.1371
C -7.705648 1.936873 32.677480 0.2914 -0.4777 0.4813
C -7.717832 3.343072 33.205799 -1.2693 0.3906 -0.0847
C -7.062031 4.124613 32.108091 0.2218 -0.5789 -0.9973
O -6.055941 3.208294 31.674443 2.0329 0.5401 -0.7247
C -6.383285 1.877922 31.911136 -1.2601 -0.7796 1.3898
H -8.494297 1.727156 31.954879 -0.3743 0.1947 0.3022
H -7.780365 1.257404 33.526501 0.0122 -0.3830 -0.2790
H -7.081906 3.456032 34.083833 -0.2305 -0.1397 0.1943
H -8.760390 3.580579 33.417396 0.1480 0.6011 0.2689
H -6.633640 5.072585 32.433568 0.2823 -0.1759 -0.0696
H -7.576480 4.269519 31.158118 -1.1525 0.5285 0.4570
H -5.630929 1.408199 32.544710 0.3778 -0.0545 -0.2778
H -6.646695 1.243166 31.065075 0.8940 0.2454 -0.6866
C -11.574848 0.601938 32.620609 1.1791 0.7809 -0.0681
C -11.992000 1.636360 33.697296 0.1100 0.1076 -0.6964
C -12.129132 0.831204 34.960086 0.6360 -1.3062 0.1451
O -11.574350 -0.500239 34.625671 -0.5616 0.2164 0.9320
C -10.811625 -0.417413 33.431575 -1.2193 -0.2899 -0.1173
H -10.867257 1.020812 31.905101 -0.2964 0.2928 -0.3189
H -12.397566 0.141494 32.073585 -0.1077 0.1134 0.2498
H -12.921528 2.127812 33.409982 0.1487 0.1886 0.1342
H -11.204453 2.368053 33.877608 -0.0417 0.1982 -0.4924
H -13.161657 0.813982 35.308927 -0.0569 -0.8300 -0.1574
H -11.549000 1.183390 35.813023 0.1642 0.3366 -0.1464
H -10.844827 -1.376141 32.914040 -0.0089 -0.2708 0.2310
H -9.758901 -0.185998 33.593803 0.1023 0.3842 0.2229
C -7.906670 1.907605 26.189285 -0.4526 1.2755 -0.1028
C -6.949565 2.517634 27.230638 -0.4435 -0.8910 -0.5670
C -6.272764 1.242378 27.755713 0.0566 1.0666 -0.3198
O -7.013887 0.112410 27.245607 -0.3981 0.7138 0.2694
C -8.339545 0.617082 26.794849 0.7155 -0.8937 0.1027
H -7.378867 1.715887 25.255062 -0.0240 -0.0504 -0.0138
H -8.732674 2.588225 25.982947 -0.1045 -0.0641 -0.0994
H -7.507213 2.982005 28.043954 0.0620 0.3028 -0.1933
H -6.229191 3.189575 26.764098 -0.1716 0.1569 0.2729
H -6.251984 1.347409 28.840441 0.0415 -0.8656 0.1224
H -5.261000 1.236477 27.350264 0.0840 -0.5769 0.1447
H -9.041412 0.678152 27.626578 0.3102 0.3724 0.4387
H -8.814515 -0.095048 26.120032 0.6756 -0.2081 -0.1784
C -12.424112 -0.032292 25.975375 -0.2419 -0.1884 0.1264
C -12.457333 1.411705 25.517589 0.8209 1.4929 -0.5232
C -13.596486 2.130945 26.249418 -0.4058 -1.5502 0.0134
O -14.362474 1.010183 26.728231 -0.1355 0.0174 1.0109
C -13.472518 -0.057261 27.092134 -0.5647 -0.7597 -1.4657
H -11.453648 -0.446001 26.249475 0.0768 0.2911 0.1303
H -12.794722 -0.652461 25.159199 0.0434 -0.0871 0.0648
H -12.710828 1.494997 24.460752 0.3383 -0.2052 -0.0758
H -11.511888 1.933913 25.664333 0.1441 -0.0181 -0.0408
H -14.213656 2.667957 25.529126 -0.1331 0.0555 0.2295
H -13.358220 2.796253 27.079301 0.4262 -0.0117 0.0311
H -14.019332 -0.986822 26.933996 -0.3993 0.0872 0.3727
H -13.098417 -0.115731 28.114250 0.0963 0.8487 0.1555
O -6.069894 -4.219632 28.589088 0.4317 0.4959 -0.4290
C -6.537809 -5.065101 29.312004 -0.1111 0.0628 -0.9558
O -7.324959 -6.039493 28.800977 0.9889 1.1676 -0.9475
C -7.866433 -6.840679 29.819402 0.2296 0.1389 0.5811
C -6.874985 -6.634412 30.975948 -0.8987 -0.5287 0.7734
C -6.394949 -5.215730 30.781488 -0.2814 -0.0656 0.2206
H -7.976024 -7.842518 29.404155 0.0404 0.0102 0.3840
H -8.838856 -6.408071 30.054659 -0.2330 -0.3148 0.1757
H -6.051570 -7.347740 30.940646 -0.1518 -0.0458 0.1760
H -7.440346 -6.661515 31.907478 0.3842 -0.6569 0.2191
H -5.423974 -4.979976 31.217042 0.1144 -0.0856 -0.4293
H -7.102255 -4.524376 31.239577 -0.1705 0.2465 -0.0340
O -11.684295 -6.319677 32.440503 1.2228 2.0825 1.0387
C -11.071397 -5.453751 33.077832 -0.4319 -2.7449 -3.9515
O -11.229750 -5.314640 34.342257 -1.1655 -0.5769 2.5540
C -10.419601 -4.322823 34.880181 0.3019 1.4381 1.8585
C -9.406961 -3.970559 33.872977 0.9807 1.3044 -1.8114
C -9.959169 -4.524473 32.566651 -0.5560 -1.1731 0.0113
H -9.907682 -4.603920 35.800514 -0.4935 -0.6243 0.0852
H -10.990592 -3.426586 35.122708 -0.5059 -0.1813 0.0287
H -8.422811 -4.380458 34.099992 -0.0055 0.0747 -0.0695
H -9.374205 -2.883489 33.800216 0.5733 0.0037 0.1291
H -9.236196 -5.148829 32.041671 -0.1090 0.0406 -0.1030
H -10.421358 -3.871575 31.826237 0.2501 0.4358 0.2185
O -4.782069 -4.518891 34.946616 -0.4449 2.7544 -2.5889
C -4.767173 -3.630526 34.070779 0.2007 -2.3121 2.3108
O -3.779217 -3.633794 33.148671 0.9923 0.6642 -0.4148
C -3.810258 -2.453067 32.264193 -1.0319 -0.9811 0.2220
C -5.256273 -2.020538 32.441421 0.5393 1.5190 -0.0982
C -5.647762 -2.387412 33.850989 0.4408 -1.6589 0.0927
H -3.540649 -2.773490 31.257845 -0.3278 -0.3626 0.0410
H -3.116642 -1.633144 32.450531 0.3040 -0.4005 1.0617
H -5.889823 -2.545716 31.726647 -0.1729 0.6094 -0.1214
H -5.252884 -0.931098 32.406450 -0.6659 -0.0027 -0.9099
H -6.720815 -2.576830 33.879099 0.1694 -0.1853 0.5113
H -5.342781 -1.728685 34.664108 -0.1458 0.4473 -0.2402